Density functional theory data (ωB97M-V with the def2-TZVPD basis set) for a structure of composition C47H55AsN5O2SSn.

Net charge: -1
E (eV): -138685.6854
HOMO level (eV): -3.715
2S+1: 1

Element x y z (Å)
Sn 0.5414 0.1327 0.6158
C 2.0802 0.0246 3.7008
N 2.2421 0.9800 2.5872
C 3.6634 1.0694 2.2629
C 1.6211 2.2480 2.9202
C 2.3575 3.3679 3.2592
C 1.7424 4.5381 3.7019
C 0.3668 4.5428 3.8693
C -0.3927 3.4363 3.5144
C 0.1958 2.2830 2.9573
N -0.4481 1.1406 2.5787
C -1.8302 1.0279 2.4863
C -2.6518 2.0064 1.9085
C -4.0297 1.8574 1.8291
C -4.6283 0.7004 2.3016
C -3.8313 -0.3178 2.8105
C -2.4491 -0.1836 2.8990
N -1.6248 -1.2331 3.3712
C -2.1253 -2.5830 3.2339
C -1.0431 -1.0127 4.6814
H 2.7063 0.3185 4.5540
H 2.3596 -0.9789 3.3741
H 1.0415 0.0089 4.0063
H 4.2696 1.2677 3.1582
H 3.8421 1.8459 1.5285
H 3.9828 0.1192 1.8324
H 3.4386 3.3421 3.1906
H 2.3371 5.4124 3.9346
H -0.1303 5.4133 4.2825
H -1.4636 3.4565 3.6605
H -2.1772 2.8933 1.5036
H -4.6324 2.6475 1.3940
H -5.7045 0.5744 2.2674
H -4.2989 -1.2337 3.1548
H -1.2821 -3.2743 3.3065
H -2.5878 -2.7108 2.2585
H -2.8589 -2.8569 4.0125
H -1.7527 -1.2725 5.4862
H -0.7661 0.0341 4.7927
H -0.1519 -1.6356 4.7943
N -1.2774 1.0685 -2.0549
C -0.6422 1.1682 -3.3771
C 0.0063 -0.1368 -3.8637
C 1.4347 -0.3932 -3.3643
N 1.5160 -0.8814 -1.9821
H -2.2856 1.0513 -2.1390
H -1.0440 1.8997 -1.5149
H 0.1306 1.9424 -3.3330
H -1.3689 1.4917 -4.1298
H 0.0490 -0.1086 -4.9581
H -0.6318 -0.9777 -3.5778
H 1.9926 0.5460 -3.4178
H 1.9137 -1.0959 -4.0582
H 2.4292 -0.6844 -1.5904
H 1.3899 -1.8823 -1.9479
S 1.6095 -2.3773 1.3894
C 0.8744 -3.9546 1.1213
C 1.5690 -5.0648 1.6416
C 1.1320 -6.3595 1.4418
C -0.0166 -6.6059 0.6947
C -0.7079 -5.5296 0.1691
C -0.2999 -4.2108 0.3907
As -1.2755 -2.7226 -0.3997
C -1.3993 -3.4935 -2.2099
C -0.2244 -3.9379 -2.8196
C -0.2274 -4.4075 -4.1241
C -1.4140 -4.4445 -4.8462
C -2.5895 -4.0119 -4.2502
C -2.5808 -3.5345 -2.9446
C -3.1416 -3.0354 0.1018
C -3.7080 -4.1963 0.6188
C -5.0746 -4.2641 0.8592
C -5.8925 -3.1770 0.5808
C -5.3383 -2.0116 0.0708
C -3.9718 -1.9437 -0.1616
H 2.4830 -4.8737 2.1905
H 1.7009 -7.1869 1.8514
H -0.3583 -7.6182 0.5164
H -1.5819 -5.7171 -0.4439
H 0.7025 -3.9328 -2.2542
H 0.6959 -4.7493 -4.5759
H -1.4228 -4.8131 -5.8650
H -3.5215 -4.0467 -4.8017
H -3.5054 -3.1941 -2.4949
H -3.0864 -5.0531 0.8446
H -5.5023 -5.1725 1.2675
H -6.9583 -3.2358 0.7690
H -5.9623 -1.1483 -0.1282
H -3.5229 -1.0348 -0.5499
C 4.7005 6.4879 -4.1063
C 3.9820 5.4977 -3.2256
C 2.9618 5.8864 -2.3735
C 2.2715 4.9756 -1.5804
C 1.2008 5.5444 -0.6773
C 2.6056 3.6031 -1.6353
C 3.6850 3.2047 -2.4561
C 4.2425 1.8002 -2.5941
C 4.3352 4.1593 -3.2369
C 1.7315 2.6158 -0.8570
O 0.5770 2.9750 -0.5555
O 2.2167 1.4871 -0.5289
H 4.3550 7.5054 -3.9217
H 4.5335 6.2567 -5.1608
H 5.7778 6.4527 -3.9306
H 2.6864 6.9359 -2.3246
H 1.3282 6.6257 -0.5952
H 1.2288 5.1011 0.3162
H 0.2086 5.3348 -1.0749
H 3.7798 1.1096 -1.9040
H 5.3180 1.8214 -2.4016
H 4.1013 1.4393 -3.6169
H 5.1496 3.8358 -3.8811